No. 1
9
Properties=species:S:1:pos:R:3:forces:R:3:nbo_charge:R:1 method="wB97M-V/def2-TZVPD" fmax_ha_per_bohr=0.0667 gap_ha=0.36070 e_above_lowest_kcal_mol=88.5 smiles="O=C=NO/C=C/Cl" e_lumo_ev=0.3 e_tot_ev=-21246.926 molar_mass_g_mol=119.5
O -2.6832 2.3196 0.3102 -0.37 2.01 1.29 -0.477
C -2.2095 1.4789 -0.3108 -0.50 0.97 1.25 0.783
N -2.0546 0.5539 -1.0214 0.75 -2.65 -2.05 -0.251
O -1.0826 -0.3641 -1.2213 1.05 -0.87 0.61 -0.300
C -0.0208 -0.5270 -0.3138 1.29 -0.47 -1.88 0.096
C 0.4537 0.2735 0.6382 -1.92 1.52 0.56 -0.342
Cl 2.0040 -0.0936 1.2952 -0.09 0.12 0.23 0.026
H 0.6601 -1.3528 -0.7570 -1.53 1.35 0.96 0.224
H -0.1109 1.1972 1.0904 1.32 -1.99 -0.96 0.241

No. 2
15
Properties=species:S:1:pos:R:3:forces:R:3:nbo_charge:R:1 method="wB97M-V/def2-TZVPD" fmax_ha_per_bohr=0.0181 gap_ha=0.34186 e_above_lowest_kcal_mol=48.7 smiles="N/C=C/N.C=N" e_lumo_ev=1.1 e_tot_ev=-7725.461 molar_mass_g_mol=87.1
N 0.6884 0.1269 -0.7398 -0.31 0.15 -0.37 -0.838
C -0.6052 -0.5023 -0.7643 0.09 -0.79 0.40 -0.143
C -0.7710 -1.6811 -1.3743 0.10 0.92 0.13 -0.007
N -1.9285 -2.4651 -1.2841 0.60 0.42 -0.03 -0.823
H 0.9928 0.1810 0.2219 0.10 -0.03 0.03 0.347
H 0.6193 1.0841 -1.0672 0.08 0.03 0.00 0.353
H -1.3741 -0.1280 -0.0883 -0.10 0.07 -0.14 0.160
H 0.0440 -2.0027 -2.0134 0.01 -0.41 0.18 0.195
H -1.9016 -3.2526 -1.9037 -0.43 -0.02 -0.21 0.376
H -2.7605 -1.8964 -1.3279 -0.20 -0.42 -0.05 0.380
C 1.5506 2.3652 1.8093 0.08 -0.09 0.04 -0.047
N 0.8343 2.0631 2.8011 0.04 0.18 0.26 -0.586
H 1.6769 3.4115 1.5395 -0.13 0.03 -0.07 0.163
H 2.0796 1.6335 1.1977 0.19 0.04 -0.01 0.139
H 0.8550 1.0629 2.9936 -0.11 -0.08 -0.16 0.330

No. 3
53
Properties=species:S:1:pos:R:3:forces:R:3:nbo_charge:R:1 method="wB97M-V/def2-TZVPD" total_charge=+3 fmax_ha_per_bohr=0.0790 gap_ha=0.21855 e_above_lowest_kcal_mol=14.4 e_lumo_ev=-11.9 e_tot_ev=-64963.625 molar_mass_g_mol=655.4
W -0.6422 0.0927 0.6980 0.48 -3.98 -0.65 0.823
C 0.8618 5.0166 5.3409 0.06 -0.16 -0.03 -0.120
C 0.1438 5.5198 4.2642 -0.09 0.07 -0.04 -0.178
C -0.1652 4.7150 3.1829 -0.07 -0.13 -0.14 -0.213
C 0.2698 3.3867 3.1965 0.51 -0.59 -0.06 -0.279
C 0.9829 2.8670 4.2798 0.03 -0.10 -0.16 -0.209
C 1.2744 3.6910 5.3526 -0.03 0.03 0.03 -0.168
P -0.2046 2.2461 1.8686 -1.42 1.36 0.04 1.036
C -1.9785 1.8075 2.1285 0.40 -0.26 0.23 -0.188
C -3.0430 2.6639 1.8503 -0.08 0.08 -0.07 -0.255
C -4.3477 2.2044 1.9628 0.39 0.22 -0.05 -0.082
C -4.5986 0.8682 2.2653 0.25 -0.49 0.16 -0.147
C -3.5544 -0.0001 2.5560 -0.24 -0.08 -0.14 -0.105
C -2.2217 0.4511 2.5053 0.38 0.57 0.71 -0.420
C -0.3629 3.0886 0.2332 0.17 -0.11 0.22 -0.432
C 0.4787 4.1775 -0.0238 0.06 -0.21 0.14 -0.169
C 0.4563 4.8485 -1.2369 -0.04 -0.08 -0.03 -0.142
C -0.4059 4.4386 -2.2422 -0.02 -0.07 0.15 -0.123
C -1.2327 3.3430 -2.0286 0.04 -0.16 -0.12 -0.218
C -1.2050 2.6570 -0.8236 -0.40 0.07 0.06 -0.077
H 1.1028 5.6591 6.1737 0.00 0.07 0.07 0.260
H -0.1832 6.5491 4.2677 -0.02 0.06 -0.02 0.258
H -0.7371 5.1172 2.3598 -0.01 0.06 -0.09 0.229
H 1.3025 1.8322 4.2877 0.06 0.01 0.01 0.229
H 1.8248 3.3003 6.1947 0.04 -0.03 0.05 0.257
H -2.8484 3.6969 1.5938 -0.03 0.03 -0.10 0.256
H -5.1741 2.8861 1.8213 -0.05 0.06 -0.03 0.270
H -5.6189 0.5226 2.3385 -0.08 -0.08 0.01 0.274
H -3.7766 -1.0060 2.8897 0.05 -0.03 -0.03 0.269
H -1.4544 -0.0838 3.1009 -0.43 0.27 -0.29 0.300
H 1.1601 4.5071 0.7499 0.00 0.04 0.02 0.252
H 1.1130 5.6905 -1.3917 0.05 0.10 -0.01 0.267
H -0.4460 4.9623 -3.1859 -0.01 0.04 -0.05 0.270
H -1.9064 3.0213 -2.8104 -0.07 -0.01 -0.10 0.258
S -0.6267 -2.0175 1.2621 -0.25 3.27 -1.05 0.315
C -1.1790 0.0006 -1.3152 -0.68 0.55 0.09 -0.324
S -2.3790 1.2352 -0.7726 1.24 -0.48 0.41 0.552
C -1.1757 -0.6294 -2.5075 0.38 0.18 0.73 -0.147
C -0.1019 -1.5449 -2.7053 -0.15 -0.01 -0.06 0.261
N 0.8365 -2.1961 -2.7575 0.27 -0.40 -0.07 -0.197
C -2.1245 -0.3880 -3.5391 0.42 0.00 0.56 0.187
N -2.9276 -0.1335 -4.3100 -0.61 0.20 -0.63 -0.089
C 4.7774 -0.1117 0.1142 0.97 0.37 0.60 -0.410
N 3.5768 -0.5122 -0.6022 0.05 -0.04 0.04 -0.365
C 3.7820 -1.3283 -1.7908 0.14 -0.71 -1.06 -0.424
C 2.4236 -0.1777 -0.2282 -1.61 0.55 0.54 0.777
N 1.3385 0.1708 0.1059 0.30 -0.23 -0.12 -0.608
H 5.3909 0.5316 -0.5207 -0.18 -0.04 -0.03 0.249
H 5.3635 -0.9985 0.3629 -0.18 -0.01 -0.04 0.254
H 4.5335 0.4166 1.0320 -0.09 0.01 -0.02 0.231
H 4.3759 -0.7686 -2.5151 -0.04 0.08 0.11 0.245
H 2.8351 -1.6192 -2.2440 0.17 0.09 0.16 0.258
H 4.3338 -2.2298 -1.5187 -0.07 0.09 0.11 0.250

No. 4
14
Properties=species:S:1:pos:R:3:forces:R:3:nbo_charge:R:1 method="wB97M-V/def2-TZVPD" fmax_ha_per_bohr=0.1227 gap_ha=0.37982 e_above_lowest_kcal_mol=92.4 smiles="C#CC/C=C/C" e_lumo_ev=1.1 e_tot_ev=-6346.779 molar_mass_g_mol=80.1
C -1.1093 -3.5685 -1.3092 1.53 3.43 -0.27 -0.209
C -0.6274 -2.4456 -1.4317 -1.24 -1.61 0.11 -0.040
C -0.2615 -1.0622 -1.6907 -1.98 3.86 4.58 -0.459
C -0.0417 -0.0044 -0.1596 0.93 -0.77 -0.96 -0.160
C 0.5645 1.0722 0.3924 0.22 -0.94 -2.97 -0.215
C 0.0864 1.8546 1.5440 -2.41 -1.01 -0.72 -0.625
H -1.5334 -4.5135 -1.1805 -0.23 -0.79 0.10 0.231
H -1.1294 -0.2881 -1.7797 1.14 -2.09 -1.14 0.265
H 0.5692 -0.8370 -2.2514 1.55 0.13 -1.71 0.230
H -0.8525 -0.3686 0.3725 -1.54 -0.71 1.32 0.157
H 1.3377 1.6387 -0.1278 0.30 -0.57 -0.23 0.187
H -0.3113 2.7860 1.1432 -0.01 0.22 0.23 0.217
H 0.8706 2.0477 2.1903 1.44 0.51 1.53 0.215
H -0.7336 1.3115 2.0401 0.29 0.35 0.14 0.208

What did the first record say?
9
Properties=species:S:1:pos:R:3:forces:R:3:nbo_charge:R:1 method="wB97M-V/def2-TZVPD" fmax_ha_per_bohr=0.0667 gap_ha=0.36070 e_above_lowest_kcal_mol=88.5 smiles="O=C=NO/C=C/Cl" e_lumo_ev=0.3 e_tot_ev=-21246.926 molar_mass_g_mol=119.5
O -2.6832 2.3196 0.3102 -0.37 2.01 1.29 -0.477
C -2.2095 1.4789 -0.3108 -0.50 0.97 1.25 0.783
N -2.0546 0.5539 -1.0214 0.75 -2.65 -2.05 -0.251
O -1.0826 -0.3641 -1.2213 1.05 -0.87 0.61 -0.300
C -0.0208 -0.5270 -0.3138 1.29 -0.47 -1.88 0.096
C 0.4537 0.2735 0.6382 -1.92 1.52 0.56 -0.342
Cl 2.0040 -0.0936 1.2952 -0.09 0.12 0.23 0.026
H 0.6601 -1.3528 -0.7570 -1.53 1.35 0.96 0.224
H -0.1109 1.1972 1.0904 1.32 -1.99 -0.96 0.241